Formula: C3H5NS
Source: the OMol25 dataset
Level of theory: ωB97M-V/def2-TZVPD

Each line ends with the Löwdin charge.
Cartesian coordinates (Å):
S 2.4456 -2.1590 0.2536  0.616
N -0.2454 0.1562 -0.5193  -0.058
C -0.7804 1.3605 -1.0263  -0.163
C -0.0732 -0.2098 0.6211  -0.097
C 1.0791 -1.9232 0.9834  -0.654
H -0.3165 0.0540 1.6850  0.091
H -0.0662 2.2757 -1.0043  0.111
H 0.7002 -2.5555 1.8206  0.000
H -0.9028 1.3303 -2.1111  0.055
H -1.8405 1.6708 -0.7028  0.100

Cartesian forces, eV/Å:
S 0.46 -0.07 -0.42
N 0.74 -0.12 -0.32
C -1.21 3.12 -1.24
C 1.72 -3.46 2.50
C -2.35 2.29 0.17
H -0.12 0.48 -1.17
H -0.98 -1.59 0.86
H 0.07 0.54 -0.60
H 0.02 -0.70 -0.07
H 1.66 -0.49 0.29

The energy relative to the best compared isomer or geometry (same formula, charge and spin) is 352.8 kJ/mol. For the orbital gap, the calculation gives 0.287 Ha. The calculation puts the highest occupied orbital energy at -7.7 eV. As for the multiplicity: 1. Its total charge is 0. The calculation puts the LUMO energy at 0.0669 eV.